Record 1
The molecule CH2BrOP in a non-equilibrium geometry, computed with ωB97M-V/def2-TZVPD.

```
6
CH2BrOP, DFT ωB97M-V/def2-TZVPD
C -0.155 0.508 -0.379
O -0.502 -1.310 1.698
P -0.426 -1.438 0.268
Br 1.668 -0.029 -0.623
H -0.106 1.332 0.284
H -0.478 0.936 -1.248
```

The value obtained for the strongest force on any atom is 0.06159 hartree/bohr. The HOMO-LUMO gap comes out at 9.395 eV. The HOMO energy is -9.70 eV. The energy is -3029.87724 Ha.



Record 2
The molecule CH2BrPSi in a non-equilibrium geometry, computed with ωB97M-V/def2-TZVPD.

```
6
CH2BrPSi, DFT ωB97M-V/def2-TZVPD
C -1.485 0.648 0.097
Si 1.412 0.161 0.099
P -0.287 1.677 0.058
Br -2.129 -1.043 0.049
H 1.180 -0.259 -1.171
H 1.310 -1.184 0.868
```

The spin multiplicity is 3. The value obtained for the strongest force on any atom is 0.06030 hartree/bohr. The HOMO-LUMO gap (spin up / spin down) comes out at 7.176 / 7.475 eV. The HOMO energy (spin up / spin down) is -7.38 / -9.47 eV. The energy is -3243.96579 Ha.



Record 3
A structure of composition CH2CeO3 in a non-equilibrium geometry, computed with ωB97M-V/def2-TZVPD.

```
7
CH2CeO3, DFT ωB97M-V/def2-TZVPD
H -0.814 1.631 -0.239
O -0.332 -1.179 -0.303
C -0.522 -0.012 0.265
O -1.539 0.692 -0.025
O 0.503 0.750 0.089
Ce 2.738 -0.027 -0.112
H -0.034 -1.855 0.325
```

The spin multiplicity is 2. The value obtained for the strongest force on any atom is 0.14218 hartree/bohr. The HOMO-LUMO gap (spin up / spin down) comes out at 7.411 / 8.341 eV. The HOMO energy (spin up / spin down) is -25.97 / -25.99 eV. The energy is -738.70836 Ha. Its net charge is +3.



Record 4
The molecule CH2Cl2 in a non-equilibrium geometry, computed with ωB97M-V/def2-TZVPD.

```
5
CH2Cl2, DFT ωB97M-V/def2-TZVPD
Cl 1.302 -0.929 0.450
C 0.018 0.083 -0.116
Cl -1.502 -0.317 0.562
H 0.214 1.067 0.309
H -0.032 0.096 -1.205
```

The value obtained for the strongest force on any atom is 0.03415 hartree/bohr. The HOMO-LUMO gap comes out at 11.953 eV. The HOMO energy is -10.91 eV. The energy is -959.67620 Ha. The SMILES is ClCCl.